[1]
Here is a structure of composition C43H41As2Cl2N3OPS2Ti from the Open Molecules 2025 dataset. Energies are from ωB97M-V with the def2-TZVPD basis set.

Each line ends with the Mulliken charge.
Geometry (Å):
Ti (0.66, -0.62, 0.26)  -1.469
O (0.44, 1.15, -0.06)  1.216
C (1.03, 2.25, 0.27)  -0.738
C (0.05, 3.35, 0.32)  -0.073
C (0.47, 4.68, 0.17)  -0.691
C (-0.44, 5.71, 0.26)  -0.795
C (-1.77, 5.43, 0.58)  -0.771
C (-2.18, 4.13, 0.81)  -0.525
C (-1.30, 3.07, 0.66)  0.707
P (-1.86, 1.31, 0.79)  2.131
C (-3.27, 1.36, 1.96)  0.240
C (-4.25, 0.36, 1.87)  -0.407
C (-5.19, 0.20, 2.87)  -0.935
C (-5.17, 1.01, 3.99)  -0.679
C (-4.21, 2.00, 4.10)  -0.863
C (-3.25, 2.16, 3.10)  -0.547
C (-2.76, 1.37, -0.83)  0.406
C (-2.13, 0.99, -2.02)  0.365
C (-2.80, 1.08, -3.23)  -0.597
C (-4.10, 1.55, -3.29)  -0.918
C (-4.74, 1.92, -2.11)  -0.872
C (-4.07, 1.85, -0.90)  -0.643
H (1.50, 4.86, -0.08)  0.520
H (-0.13, 6.73, 0.10)  0.418
H (-2.49, 6.24, 0.65)  0.464
H (-3.22, 3.94, 1.06)  0.360
H (-4.28, -0.28, 0.99)  0.642
H (-5.95, -0.57, 2.78)  0.453
H (-5.89, 0.87, 4.78)  0.414
H (-4.19, 2.64, 4.97)  0.442
H (-2.50, 2.93, 3.21)  0.404
H (-1.13, 0.59, -1.97)  -0.297
H (-2.29, 0.79, -4.14)  0.416
H (-4.62, 1.61, -4.23)  0.410
H (-5.76, 2.28, -2.14)  0.439
H (-4.58, 2.16, 0.00)  0.374
C (0.77, 1.62, 3.34)  -0.411
C (1.27, 0.22, 3.40)  -0.372
N (1.31, -0.61, 2.39)  1.327
C (1.76, -1.86, 2.77)  -0.927
C (2.09, -1.96, 4.08)  -0.206
S (1.82, -0.47, 4.88)  -0.197
C (1.79, -2.92, 1.77)  -0.551
C (2.01, -4.24, 2.00)  -0.226
S (1.91, -5.11, 0.53)  -0.186
C (1.58, -3.66, -0.32)  -0.134
N (1.55, -2.60, 0.45)  0.996
C (1.35, -3.66, -1.79)  -0.452
H (-0.23, 1.62, 2.89)  -0.312
H (1.41, 2.23, 2.70)  0.020
H (0.72, 2.05, 4.33)  0.734
H (2.48, -2.81, 4.61)  0.500
H (2.20, -4.75, 2.93)  0.487
H (1.22, -4.67, -2.16)  0.700
H (2.19, -3.20, -2.30)  0.054
H (0.45, -3.07, -2.01)  -0.357
C (0.68, -0.88, -4.10)  -1.289
As (1.40, -0.29, -2.36)  2.106
C (1.59, 1.60, -2.84)  -1.056
C (3.29, -0.77, -2.57)  -0.031
C (3.80, -1.19, -3.80)  -0.692
C (5.13, -1.58, -3.92)  -0.850
C (5.96, -1.53, -2.81)  -0.912
C (5.47, -1.08, -1.60)  -0.947
C (4.14, -0.69, -1.46)  -0.059
As (3.44, -0.01, 0.25)  2.040
C (4.59, -1.06, 1.45)  -1.669
C (4.50, 1.64, 0.34)  -1.315
H (1.10, -0.29, -4.91)  0.490
H (-0.40, -0.73, -4.07)  -0.016
H (0.86, -1.94, -4.27)  0.406
H (2.20, 1.67, -3.74)  0.530
H (2.07, 2.15, -2.03)  0.109
H (0.61, 2.04, -3.03)  0.383
H (3.16, -1.22, -4.66)  0.360
H (5.50, -1.92, -4.88)  0.435
H (7.00, -1.84, -2.90)  0.423
H (6.14, -1.01, -0.75)  0.308
H (5.64, -0.77, 1.34)  0.644
H (4.49, -2.12, 1.25)  0.368
H (4.31, -0.87, 2.49)  0.440
H (5.53, 1.45, 0.06)  0.484
H (4.47, 2.00, 1.37)  0.436
H (4.08, 2.41, -0.30)  0.247
Cl (-2.03, -2.57, -2.72)  -0.201
C (-2.52, -2.88, -1.09)  1.063
C (-3.57, -3.73, -0.81)  -0.596
C (-3.96, -3.94, 0.50)  -0.641
C (-3.30, -3.30, 1.54)  -0.730
C (-2.25, -2.46, 1.25)  0.994
Cl (-1.38, -1.63, 2.49)  -0.176
C (-1.80, -2.19, -0.07)  -1.800
N (-0.78, -1.36, -0.32)  0.765
H (-4.08, -4.23, -1.62)  0.496
H (-4.78, -4.61, 0.72)  0.436
H (-3.59, -3.47, 2.57)  0.530

The charge is +1. The HOMO-LUMO gap is 6.7 eV. For the energy above the lowest of the compared OMol25 structures with the same formula, charge and spin, the calculation gives 1.814 eV. The value obtained for the HOMO energy is -9.358 eV.

[2]
Here is a cluster of 2 separate species, C2HNO2 in total from the Open Molecules 2025 dataset. Energies are from ωB97M-V with the def2-TZVPD basis set.

Each line ends with the Mulliken charge.
Geometry (Å):
C (1.37, 0.41, -0.02)  0.441
C (-2.02, -0.18, 0.38)  0.153
N (1.97, 1.04, -0.75)  -0.348
O (-2.49, 0.23, -0.55)  -0.145
O (0.65, -0.33, 0.73)  -0.460
H (0.52, -1.17, 0.22)  0.360

The HOMO-LUMO gap is 11.5 eV. For the energy above the lowest of the compared OMol25 structures with the same formula, charge and spin, the calculation gives 1.530 eV. The value obtained for the HOMO energy is -11.405 eV.

[3]
Here is a structure of composition H14LiO7 from the Open Molecules 2025 dataset. Energies are from ωB97M-V with the def2-TZVPD basis set.

Each line ends with the Mulliken charge.
Geometry (Å):
Li (0.27, -0.16, -0.07)  0.805
O (-0.01, 0.32, -1.98)  -0.501
H (0.10, 0.02, -2.91)  0.267
H (-0.82, 0.86, -1.98)  0.304
O (0.87, 1.23, 1.08)  -0.632
H (1.22, 1.87, 0.49)  0.328
H (1.54, 1.24, 1.76)  0.276
O (-1.78, 2.03, 1.96)  -0.733
H (-1.93, 2.77, 1.33)  0.333
H (-0.91, 1.84, 1.78)  0.400
O (-1.87, 0.31, 0.21)  -0.489
H (-2.17, 0.94, 0.71)  0.265
H (-2.71, -0.18, 0.18)  0.275
O (0.16, -1.99, -1.29)  -0.547
H (-0.66, -2.32, -1.84)  0.322
H (0.92, -2.22, -1.80)  0.267
O (2.31, -0.35, -0.42)  -0.550
H (2.70, -1.12, -0.96)  0.279
H (2.36, 0.44, -0.87)  0.314
O (0.45, -1.59, 1.42)  -0.556
H (-0.16, -1.41, 2.02)  0.277
H (0.12, -2.53, 1.20)  0.296

The charge is +1. The HOMO-LUMO gap is 11.5 eV. For the energy above the lowest of the compared OMol25 structures with the same formula, charge and spin, the calculation gives 1.994 eV. The value obtained for the HOMO energy is -14.857 eV.

[4]
Here is a cluster of 2 separate species, CH3F3Si in total from the Open Molecules 2025 dataset. Energies are from ωB97M-V with the def2-TZVPD basis set.

Each line ends with the Mulliken charge.
Geometry (Å):
C (1.57, -0.20, 0.03)  0.470
F (1.03, 0.37, 1.05)  -0.170
F (1.79, 0.70, -0.93)  -0.210
F (2.73, -0.75, 0.50)  -0.241
Si (-2.06, 0.15, 0.17)  0.073
H (-3.51, -0.14, 0.68)  -0.030
H (1.01, -1.05, -0.39)  0.124
H (-2.56, 0.92, -1.11)  -0.015

The spin multiplicity is 3. The HOMO-LUMO gap (spin up / spin down) is 8.6 / 8.6 eV. For the energy above the lowest of the compared OMol25 structures with the same formula, charge and spin, the calculation gives 0.000 eV. The value obtained for the HOMO energy (spin up / spin down) is -7.598 / -11.267 eV.